94
Properties=species:S:1:pos:R:3:lowdin_spin:R:1 method="wB97M-V/def2-TZVPD" total_charge=+1 s_squared=3.76 multiplicity=4 homo_energy_ev="-11.2 / -11.2"
Re 1.401 -1.144 -0.041 1.64
O 1.296 3.828 1.220 0.00
C 2.091 1.446 1.082 0.01
O 1.849 0.924 -0.255 0.02
C 3.372 0.783 1.598 0.00
O 3.402 -0.551 1.002 0.02
C 3.618 -1.659 1.897 0.01
C 2.274 -1.869 2.619 0.02
O 2.147 -1.878 3.805 0.01
O 1.259 -1.939 1.747 0.07
H 0.455 3.446 1.501 0.00
H 4.273 1.299 1.280 0.00
H 3.362 0.704 2.686 0.00
H 4.622 -2.618 0.338 0.01
H 4.409 -1.411 2.609 0.00
C 3.122 4.959 -0.421 0.00
C 3.347 3.537 0.089 0.00
C 4.157 2.758 -0.955 0.00
C 2.007 2.897 0.479 0.00
C 1.283 2.216 -0.718 0.00
C -0.189 2.002 -0.838 0.00
C -0.786 2.368 -2.182 0.00
C -1.014 3.884 -2.211 0.00
C 0.067 1.938 -3.382 0.00
C -0.845 1.335 0.128 0.00
C -0.375 1.183 1.550 0.02
C 0.903 1.187 1.954 0.02
C -1.475 1.233 2.600 0.00
C -1.935 2.695 2.726 0.00
C -1.078 0.714 3.979 0.00
C -2.161 0.718 -0.240 0.00
C -3.283 1.542 -0.291 0.00
C -4.502 1.088 -0.759 0.00
C -4.606 -0.218 -1.206 0.00
C -3.501 -1.048 -1.149 0.00
C -2.263 -0.627 -0.654 0.00
P -0.927 -1.916 -0.537 0.02
C -1.619 -3.037 0.832 0.00
C -1.705 -2.185 2.104 0.00
C -3.042 -3.574 0.625 0.00
C -0.704 -4.252 1.028 0.00
C -0.866 -2.868 -2.174 0.01
C -0.856 -1.824 -3.294 0.00
C -1.971 -3.896 -2.459 0.00
C 0.450 -3.671 -2.201 0.01
H 4.074 5.390 -0.731 0.00
H 2.676 5.600 0.334 0.00
H 2.465 4.952 -1.295 0.00
H 3.926 3.597 1.018 0.00
H 3.765 2.931 -1.958 0.00
H 4.188 1.681 -0.805 0.00
H 5.182 3.128 -0.955 0.00
H 1.723 2.445 -1.681 0.00
H -1.754 1.877 -2.271 0.00
H -0.077 4.422 -2.045 0.00
H -1.719 4.199 -1.441 0.00
H -1.404 4.190 -3.182 0.00
H 0.880 2.640 -3.577 0.00
H -0.552 1.919 -4.278 0.00
H 0.504 0.946 -3.251 0.00
H 1.114 1.124 3.014 0.00
H -2.320 0.648 2.235 0.00
H -1.152 3.290 3.204 0.00
H -2.827 2.762 3.347 0.00
H -2.164 3.148 1.763 0.00
H -0.427 1.420 4.497 0.00
H -0.571 -0.249 3.940 0.00
H -1.972 0.600 4.591 0.00
H -3.181 2.575 0.008 0.00
H -5.353 1.754 -0.795 0.00
H -5.540 -0.595 -1.597 0.00
H -3.620 -2.057 -1.501 0.00
H -2.540 -1.489 2.029 0.00
H -0.798 -1.635 2.319 0.00
H -1.901 -2.844 2.952 0.00
H -3.782 -2.782 0.530 0.00
H -3.293 -4.127 1.533 0.00
H -3.140 -4.264 -0.208 0.00
H 0.347 -3.999 1.138 0.00
H -0.805 -4.959 0.206 0.00
H -1.017 -4.769 1.938 0.00
H -1.834 -1.360 -3.423 0.00
H -0.587 -2.317 -4.230 0.00
H -0.117 -1.043 -3.113 0.00
H -2.989 -3.527 -2.409 0.00
H -1.880 -4.772 -1.819 0.00
H -1.814 -4.237 -3.484 0.00
H 1.312 -3.047 -2.405 0.00
H 0.382 -4.405 -3.007 0.00
H 0.636 -4.223 -1.283 0.00
Cl 2.458 -1.081 -2.103 0.15
O 2.662 -4.853 0.291 0.43
S 3.475 -4.343 1.415 0.46
N 3.896 -2.761 1.030 0.07

=====

91
Properties=species:S:1:pos:R:3:lowdin_spin:R:1 method="wB97M-V/def2-TZVPD" total_charge=0 s_squared=2.01 multiplicity=3 homo_energy_ev="-8.9 / -8.9"
O -6.499 2.406 -1.049 0.00
C -5.484 2.785 -0.430 0.00
O -4.270 3.233 -1.062 0.00
C -3.768 2.219 -1.988 0.00
C -3.337 0.838 -1.298 0.00
C -1.758 0.567 -1.255 0.00
C -0.972 1.367 -0.094 0.00
C 0.453 1.802 -0.739 0.00
C 0.738 3.315 -0.991 0.00
C 2.098 3.715 -1.656 0.00
C 3.114 2.579 -2.040 0.00
C 2.864 1.075 -1.759 0.00
C 1.488 0.683 -1.090 0.00
C 1.264 -0.868 -0.826 0.00
O 0.551 -1.303 0.134 0.00
C 1.994 -1.940 -1.765 0.00
C 3.236 -1.548 -2.353 0.00
C 3.892 -0.095 -2.116 0.00
O 5.145 0.073 -2.186 0.00
H -5.436 2.759 0.724 0.00
H -4.630 2.021 -2.735 0.00
H -2.899 2.690 -2.565 0.00
H -3.791 -0.005 -1.950 0.00
H -3.761 0.675 -0.247 0.00
H -1.537 -0.550 -1.115 0.00
H -1.260 0.865 -2.253 0.00
H -0.709 0.733 0.817 0.00
H -1.555 2.280 0.302 0.00
H 0.026 4.161 -0.726 0.00
H 2.327 4.815 -1.861 0.00
H 4.074 2.936 -2.548 0.00
H 1.517 -2.971 -1.960 0.00
H 3.755 -2.308 -3.047 0.00
C 0.855 -7.314 -2.522 0.00
C 2.402 -7.269 -2.583 0.02
C 2.954 -8.701 -2.435 0.01
C 2.789 -9.248 -1.021 0.00
C 3.408 -8.305 0.004 0.01
C 2.965 -6.830 -0.132 0.02
N 2.945 -6.340 -1.545 0.32
O 4.227 -6.041 -1.894 0.60
C 1.564 -6.628 0.493 0.00
C 3.890 -5.987 0.790 0.00
C 2.687 -6.771 -4.024 0.00
H 0.444 -7.771 -3.427 0.00
H 0.462 -7.911 -1.702 0.00
H 0.434 -6.306 -2.450 0.00
H 4.019 -8.723 -2.697 0.00
H 2.455 -9.374 -3.140 0.00
H 1.733 -9.419 -0.790 0.00
H 3.275 -10.227 -0.952 0.00
H 3.175 -8.673 1.009 0.00
H 4.498 -8.370 -0.099 0.00
H 1.200 -5.612 0.316 0.00
H 1.595 -6.774 1.577 0.00
H 0.815 -7.329 0.131 0.00
H 4.949 -6.124 0.558 0.00
H 3.766 -6.280 1.836 0.00
H 3.657 -4.920 0.718 0.00
H 2.292 -5.762 -4.175 0.00
H 2.211 -7.424 -4.762 0.00
H 3.752 -6.763 -4.269 0.00
C -2.878 7.879 2.049 0.00
C -2.869 6.360 1.744 0.02
C -3.917 5.661 2.633 0.01
C -3.501 5.610 4.099 0.00
C -2.126 4.970 4.253 0.01
C -1.036 5.564 3.332 0.02
N -1.497 5.793 1.929 0.33
O -1.461 4.595 1.286 0.58
C -0.507 6.896 3.914 0.00
C 0.200 4.624 3.419 0.00
C -3.340 6.291 0.268 0.00
H -3.792 8.346 1.669 0.00
H -2.861 8.117 3.110 0.00
H -2.034 8.382 1.568 0.00
H -4.085 4.636 2.280 0.00
H -4.882 6.171 2.552 0.00
H -3.504 6.612 4.540 0.00
H -4.237 5.029 4.664 0.00
H -1.814 5.050 5.300 0.00
H -2.233 3.898 4.048 0.00
H 0.194 7.374 3.223 0.00
H 0.032 6.728 4.851 0.00
H -1.289 7.612 4.158 0.00
H -0.043 3.590 3.160 0.00
H 0.597 4.598 4.438 0.00
H 1.005 4.964 2.760 0.00
H -2.629 6.795 -0.394 0.00
H -4.309 6.784 0.146 0.00
H -3.475 5.266 -0.089 0.00

=====

96
Properties=species:S:1:pos:R:3:mulliken_charge:R:1 method="wB97M-V/def2-TZVPD" total_charge=+1 e_above_lowest_ev=0.391 homo_energy_ev=-10.1
Pd -0.016 0.302 0.418 -0.14
C -2.486 -2.125 3.142 -1.43
C -3.207 -2.186 1.789 1.92
C -3.695 -3.620 1.565 -1.79
C -4.420 -1.246 1.836 -1.54
P -1.938 -1.609 0.520 0.02
C -0.930 -3.142 0.388 -2.14
N 0.395 -2.761 0.027 0.90
B 0.953 -1.449 0.001 -0.11
N 2.301 -1.614 -0.442 0.81
C 3.249 -0.597 -0.773 -2.08
P 2.586 0.995 -0.134 1.09
C 3.658 1.282 1.379 1.86
C 5.109 1.655 1.076 -1.82
C 3.013 2.400 2.213 -1.29
C 3.645 -0.024 2.192 -1.50
C 3.064 2.092 -1.584 1.81
C 4.508 1.932 -2.086 -1.74
C 2.111 1.669 -2.718 -1.55
C 2.825 3.569 -1.251 -1.75
C 2.541 -2.978 -0.673 0.52
C 3.670 -3.628 -1.134 -0.65
C 3.609 -5.013 -1.281 -0.86
C 2.450 -5.716 -0.977 -0.87
C 1.310 -5.056 -0.519 -0.72
C 1.375 -3.684 -0.373 0.20
C -2.700 -1.438 -1.193 2.67
C -1.554 -1.483 -2.208 -1.86
C -3.726 -2.519 -1.553 -1.91
C -3.364 -0.058 -1.288 -1.59
H -3.164 -2.484 3.921 0.61
H -2.200 -1.107 3.390 0.09
H -1.585 -2.744 3.174 0.25
H -4.326 -3.892 2.417 0.56
H -2.883 -4.346 1.524 0.30
H -4.297 -3.726 0.669 0.32
H -4.981 -1.432 2.756 0.49
H -5.097 -1.420 0.998 0.26
H -4.140 -0.193 1.830 0.15
H -1.372 -3.805 -0.361 0.60
H -0.939 -3.673 1.341 0.78
H 3.373 -0.531 -1.854 0.88
H 4.230 -0.810 -0.347 0.64
H 5.194 2.666 0.676 0.31
H 5.584 0.962 0.380 0.30
H 5.677 1.624 2.011 0.53
H 2.867 3.316 1.637 0.19
H 3.663 2.639 3.060 0.59
H 2.047 2.088 2.614 -0.12
H 4.374 -0.744 1.816 0.34
H 2.671 -0.514 2.195 0.03
H 3.908 0.199 3.230 0.49
H 4.843 0.894 -2.124 0.23
H 5.217 2.498 -1.488 0.37
H 4.556 2.325 -3.106 0.59
H 2.450 0.758 -3.215 0.41
H 2.079 2.461 -3.472 0.54
H 1.097 1.499 -2.359 -0.23
H 3.400 3.894 -0.381 0.30
H 1.774 3.779 -1.070 0.32
H 3.147 4.179 -2.100 0.57
H 4.575 -3.083 -1.374 0.47
H 4.478 -5.549 -1.643 0.41
H 2.431 -6.791 -1.101 0.41
H 0.407 -5.606 -0.285 0.49
H -1.081 -2.465 -2.273 0.18
H -0.781 -0.749 -1.971 0.11
H -1.959 -1.237 -3.195 0.68
H -3.343 -3.531 -1.414 0.32
H -3.988 -2.413 -2.609 0.52
H -4.647 -2.410 -0.980 0.37
H -2.624 0.739 -1.167 -0.02
H -4.151 0.087 -0.545 0.24
H -3.816 0.053 -2.278 0.58
S -3.062 2.102 7.197 -0.11
C -2.476 1.757 5.743 0.15
S -3.298 2.141 4.250 0.03
C -2.116 1.528 3.135 0.35
C -0.917 0.928 3.772 -0.21
S 0.301 0.195 2.995 -0.11
S -0.941 0.947 5.504 0.04
S -2.399 1.532 1.551 -0.12
C -1.014 6.844 -1.112 -1.58
C -0.835 5.373 -0.862 0.88
C -1.165 4.426 -1.823 -1.32
C -0.939 3.083 -1.569 -0.64
N -0.403 2.623 -0.437 1.57
C -0.101 3.538 0.496 -0.50
C -0.296 4.895 0.330 -0.90
H -1.875 7.036 -1.751 0.41
H -0.132 7.242 -1.621 0.29
H -1.136 7.394 -0.180 0.39
H -1.606 4.726 -2.766 0.43
H -1.197 2.338 -2.314 0.39
H 0.321 3.155 1.418 0.17
H -0.027 5.579 1.128 0.47

=====

90
Properties=species:S:1:pos:R:3:lowdin_spin:R:1 method="wB97M-V/def2-TZVPD" total_charge=+2 s_squared=6.29 e_above_lowest_ev=2.335 multiplicity=5 homo_energy_ev="-13.2 / -12.6"
N -5.744 -1.728 3.525 0.05
C -5.543 -0.559 4.143 -0.01
C -5.411 0.649 3.437 0.05
C -5.518 0.645 2.024 0.01
C -5.777 -0.607 1.411 0.05
C -5.885 -1.758 2.196 -0.01
C -5.333 1.826 1.220 0.17
Fe -0.045 1.144 -0.908 2.85
P 3.152 0.293 -1.410 0.34
C -5.360 1.764 -0.160 -0.02
C -4.329 2.310 -0.968 0.06
C -3.871 1.587 -2.106 0.00
C -2.491 1.535 -2.304 -0.01
C -1.712 2.060 -1.249 -0.14
C -2.175 3.275 -0.713 -0.02
C -3.538 3.375 -0.468 0.02
Br 1.011 2.153 -2.656 0.22
H -5.078 2.737 1.771 0.01
H -6.163 1.258 -0.699 0.00
H -5.208 1.577 3.973 0.00
H -5.886 -0.666 0.333 0.00
H -5.498 -0.555 5.243 0.00
H -6.109 -2.724 1.730 0.00
H -4.586 1.032 -2.715 0.00
H -4.008 4.156 0.126 0.00
H -2.042 1.087 -3.198 0.00
H -1.468 4.067 -0.484 0.00
P -0.537 -1.340 -1.044 0.05
C 3.947 1.961 -1.012 0.03
C 5.161 2.546 -1.717 0.01
H 4.100 1.944 0.077 0.00
H 3.110 2.657 -1.166 0.00
H 5.433 3.476 -1.198 0.00
H 6.059 1.921 -1.700 0.00
H 4.938 2.803 -2.758 0.00
C 3.298 -0.345 -3.157 0.03
C 4.357 0.189 -4.110 0.01
H 2.291 -0.161 -3.560 0.00
H 3.365 -1.444 -3.089 0.00
H 3.924 0.216 -5.117 0.00
H 4.691 1.195 -3.859 0.00
H 5.251 -0.447 -4.153 0.00
C 4.315 -0.886 -0.628 0.06
C 5.773 -0.639 -0.986 0.03
H 4.014 -1.900 -0.939 0.00
H 4.159 -0.786 0.455 0.00
H 6.309 -1.596 -0.888 0.01
H 5.895 -0.267 -2.017 0.00
H 6.210 0.081 -0.277 0.00
C 0.274 -2.611 0.071 0.01
C 1.709 -2.977 -0.314 0.00
H -0.372 -3.504 0.069 0.00
H 0.263 -2.206 1.097 0.00
H 2.029 -3.864 0.254 0.00
H 1.849 -3.189 -1.384 0.00
H 2.388 -2.163 -0.036 0.00
C -0.420 -2.252 -2.638 0.01
C -0.988 -1.580 -3.892 0.00
H -0.951 -3.203 -2.444 0.00
H 0.641 -2.507 -2.790 0.00
H -0.510 -2.035 -4.770 0.00
H -2.074 -1.735 -3.987 0.00
H -0.792 -0.501 -3.956 0.00
C -2.356 -1.424 -0.705 0.00
C -2.966 -2.656 -0.031 0.00
H -2.810 -1.261 -1.690 0.00
H -2.614 -0.512 -0.151 0.00
H -4.013 -2.751 -0.349 0.00
H -2.459 -3.593 -0.289 0.00
H -2.984 -2.570 1.065 0.00
C -1.016 -0.253 2.303 0.01
P 0.344 0.446 1.291 0.07
C 0.093 2.268 1.379 0.01
C 1.670 0.264 2.584 0.02
C 1.545 1.032 3.757 0.00
C 2.466 0.892 4.793 0.00
C 3.496 -0.050 4.685 0.00
C 3.602 -0.846 3.538 0.00
C 2.698 -0.684 2.486 0.00
H -1.957 -0.207 1.750 0.00
H -1.080 0.338 3.222 0.00
H -0.773 -1.293 2.557 0.00
H -0.912 2.485 1.758 0.00
H 0.835 2.681 2.073 0.00
H 0.259 2.732 0.379 0.01
H 0.728 1.752 3.868 0.00
H 2.367 1.511 5.684 0.00
H 4.211 -0.180 5.493 0.00
H 4.367 -1.620 3.438 0.00
H 2.764 -1.283 1.578 0.00

=====

94
Properties=species:S:1:pos:R:3:mulliken_charge:R:1 method="wB97M-V/def2-TZVPD" total_charge=-1 e_above_lowest_ev=1.628 homo_energy_ev=-4.2
Au -0.566 -0.200 -0.621 0.13
C -4.568 4.900 -3.789 -1.12
Si -3.116 3.731 -4.071 0.20
C -1.589 4.645 -3.509 -1.03
C -3.012 3.406 -5.918 -1.06
C -3.551 2.130 -3.188 0.35
C -4.864 1.686 -3.317 -0.24
C -5.322 0.560 -2.646 -1.17
C -4.417 -0.082 -1.817 0.10
N -3.149 0.282 -1.698 -0.03
C -2.692 1.338 -2.385 0.31
S -0.974 1.635 -2.232 -0.71
H -4.394 5.858 -4.287 0.31
H -4.703 5.092 -2.722 0.33
H -5.507 4.495 -4.172 0.32
H -1.558 5.620 -4.006 0.31
H -0.680 4.092 -3.739 0.30
H -1.601 4.800 -2.429 0.33
H -2.908 4.342 -6.474 0.30
H -3.912 2.900 -6.272 0.33
H -2.155 2.772 -6.155 0.33
H -5.555 2.234 -3.951 0.23
H -6.339 0.207 -2.747 0.38
H -4.722 -0.936 -1.216 0.12
C -2.945 -1.759 1.366 -1.15
Si -1.595 -2.968 0.799 -0.36
C -2.285 -3.910 -0.747 3.34
C -1.689 -5.312 -0.921 -1.86
C -1.949 -3.099 -2.005 -1.64
C -3.808 -4.070 -0.683 -1.71
C -1.370 -4.133 2.340 2.48
C -0.463 -5.347 2.092 -1.67
C -0.720 -3.299 3.454 -2.13
C -2.723 -4.642 2.850 -1.90
H -3.957 -2.167 1.330 0.34
H -2.906 -0.863 0.742 0.03
H -2.760 -1.445 2.397 0.27
H -0.600 -5.316 -0.867 0.19
H -1.972 -5.709 -1.904 0.54
H -2.067 -6.008 -0.170 0.29
H -0.875 -2.952 -2.119 -0.06
H -2.392 -2.102 -1.985 0.06
H -2.322 -3.631 -2.890 0.60
H -4.121 -4.718 0.141 0.26
H -4.169 -4.522 -1.616 0.51
H -4.319 -3.115 -0.563 0.08
H 0.418 -5.096 1.498 0.06
H -0.988 -6.147 1.572 0.33
H -0.112 -5.756 3.048 0.49
H 0.281 -2.968 3.172 0.32
H -0.631 -3.905 4.365 0.60
H -1.305 -2.412 3.704 0.28
H -3.212 -5.289 2.118 0.28
H -3.406 -3.822 3.081 0.28
H -2.586 -5.228 3.769 0.52
C 2.691 -3.319 1.523 -1.48
Ge 1.663 -2.612 -0.019 1.09
C 2.884 -1.200 -0.650 -1.39
C 1.795 -3.987 -1.426 -1.49
C -0.083 -1.953 0.480 0.01
H 3.661 -3.686 1.178 0.45
H 2.195 -4.127 2.061 0.43
H 2.874 -2.506 2.230 0.36
H 3.840 -1.649 -0.932 0.47
H 3.071 -0.468 0.136 0.24
H 2.465 -0.679 -1.513 0.33
H 2.828 -3.987 -1.780 0.48
H 1.147 -3.775 -2.276 0.38
H 1.567 -4.988 -1.057 0.37
H 0.144 -1.500 1.462 -0.15
N 5.251 4.491 1.548 0.02
C 6.126 5.105 2.418 0.65
C 7.221 5.941 2.223 -1.02
C 7.875 6.382 3.357 -0.40
C 7.451 6.006 4.642 -0.46
C 6.363 5.176 4.825 -0.72
C 5.693 4.717 3.692 0.55
N 4.586 3.887 3.591 -0.67
C 4.359 3.780 2.310 0.15
C 3.268 2.987 1.712 0.99
C 2.444 2.230 2.537 -0.62
C 1.441 1.476 1.946 -0.56
N 1.224 1.442 0.636 0.15
C 1.994 2.186 -0.144 -0.47
C 3.031 2.969 0.342 -0.80
H 5.266 4.538 0.546 0.16
H 7.546 6.235 1.233 0.38
H 8.734 7.032 3.254 0.37
H 7.990 6.378 5.503 0.37
H 6.029 4.886 5.812 0.43
H 2.591 2.238 3.607 0.48
H 0.782 0.860 2.551 0.39
H 1.768 2.152 -1.205 0.35
H 3.623 3.545 -0.358 0.21